Record 1
Below is a structure of composition C13H24Br3CsMgN9O8P, with properties calculated with wB97M-V/def2-TZVPD.

```
60
Properties=species:S:1:pos:R:3:mulliken_charge:R:1
C 5.24 -1.49 -2.78 -1.11
C 5.29 -0.62 -4.03 -0.25
C 3.96 -0.48 -4.76 -1.00
C 2.76 -0.11 -3.89 0.93
N 1.56 -0.77 -4.43 -0.16
C 0.54 -1.05 -3.64 0.33
N 0.49 -0.72 -2.34 -0.27
C -0.63 -1.23 -1.89 -0.16
N -1.34 -1.82 -2.86 -0.14
N -0.57 -1.72 -4.00 0.57
N -0.99 -2.27 -5.19 -0.92
H 4.93 -0.93 -1.90 0.18
H 4.48 -2.26 -2.89 0.25
H 6.20 -1.95 -2.57 0.47
H 5.98 -1.08 -4.74 0.29
H 5.72 0.36 -3.82 0.29
H 4.04 0.28 -5.54 0.23
H 3.74 -1.44 -5.24 0.40
H 2.57 0.97 -3.85 -0.16
H 2.85 -0.46 -2.86 -0.04
H 1.54 -1.06 -5.39 0.26
H -0.92 -1.15 -0.85 0.52
H -2.22 -2.30 -2.81 0.16
H -0.63 -3.22 -5.28 0.27
H -0.65 -1.71 -5.96 0.25
N 3.00 -1.63 0.14 1.00
O 3.23 -0.58 -0.50 -0.62
O 2.08 -1.65 1.00 -0.78
O 3.69 -2.64 -0.05 -0.65
Mg 3.71 2.48 -3.27 -0.21
C -0.54 0.87 2.08 0.71
O 0.44 1.59 2.01 -0.62
N -0.52 -0.45 1.66 -0.33
N -1.75 1.31 2.57 -0.28
H -1.33 -1.04 1.72 0.14
H 0.35 -0.84 1.28 0.20
H -1.84 2.27 2.87 0.21
H -2.55 0.71 2.62 0.09
O -5.35 4.95 4.02 -0.57
P -4.23 4.12 4.64 0.86
O -4.81 2.90 5.35 -0.53
O -3.43 4.93 5.65 -0.40
O -3.27 3.71 3.53 -0.44
N -1.35 1.48 6.66 -0.38
C -1.10 0.49 5.81 -0.18
C -0.92 -0.83 6.21 -0.39
C -1.00 -1.13 7.56 -0.37
C -1.27 -0.11 8.45 -0.35
C -1.43 1.18 7.95 -0.26
H -1.04 0.77 4.76 0.47
H -0.72 -1.60 5.47 0.37
H -0.87 -2.15 7.91 0.36
H -1.34 -0.29 9.51 0.36
H -1.64 2.01 8.61 0.37
C -4.38 1.53 -4.44 -0.43
Br -2.87 0.34 -4.29 0.12
Br -5.64 1.21 -2.98 -0.16
Br -3.84 3.35 -4.52 0.08
H -4.91 1.29 -5.35 0.39
Cs -5.93 -0.03 -0.43 1.04
```

Calculated values
Gap between HOMO and LUMO   4.0 eV
Highest occupied orbital energy   -0.2421 Ha

Record 2
Below is a structure of composition C13H24DyNO8S4, with properties calculated with wB97M-V/def2-TZVPD.

```
51
Properties=species:S:1:pos:R:3:mulliken_charge:R:1
Dy -0.03 0.00 -0.74 0.15
O 0.13 -1.19 -2.97 -0.42
C -0.70 -2.37 -3.07 -0.73
C -1.90 -2.29 -2.14 -0.64
N -1.51 -2.14 -0.73 0.46
C -2.69 -1.85 0.10 -0.58
C -2.97 -0.35 0.25 0.44
O -4.10 0.06 0.31 -0.74
O -1.88 0.35 0.38 -0.50
C -0.70 -3.28 -0.26 -0.75
C 0.82 -3.05 -0.31 0.40
O 1.56 -4.00 -0.13 -0.74
O 1.19 -1.83 -0.49 -0.38
H -0.04 -0.60 -3.71 0.34
H -0.06 -3.22 -2.83 0.28
H -1.04 -2.49 -4.10 0.52
H -2.51 -3.19 -2.27 0.51
H -2.52 -1.43 -2.42 0.42
H -2.50 -2.23 1.11 0.42
H -3.59 -2.35 -0.28 0.26
H -0.93 -4.20 -0.81 0.33
H -0.94 -3.47 0.78 0.47
C 2.99 2.22 0.78 -0.79
C 1.99 2.84 1.76 -0.81
S 0.25 2.46 1.42 0.20
C -0.34 1.92 3.05 -1.00
C -0.71 0.44 3.20 -0.61
S 0.28 -0.76 2.30 0.19
C 1.96 -0.41 2.86 -0.77
C 3.00 -0.50 1.74 -0.89
S 2.75 0.51 0.26 0.11
H 4.00 2.35 1.18 0.57
H 2.96 2.76 -0.17 0.33
H 2.13 3.92 1.74 0.50
H 2.22 2.52 2.78 0.38
H -1.21 2.52 3.30 0.46
H 0.43 2.19 3.77 0.44
H -1.72 0.28 2.80 0.24
H -0.74 0.20 4.26 0.60
H 2.25 -1.13 3.63 0.52
H 1.98 0.57 3.32 0.22
H 3.04 -1.52 1.34 0.38
H 3.98 -0.28 2.15 0.61
C -0.86 3.63 -2.93 -1.07
S -0.30 1.95 -2.90 1.38
O 0.13 1.57 -4.22 -0.70
O -1.39 1.12 -2.36 -0.49
O 0.78 1.87 -1.87 -0.49
H -0.77 4.01 -3.94 0.38
H -0.26 4.22 -2.25 0.30
H -1.90 3.65 -2.61 0.34
```

Calculated values
Multiplicity   6
Gap between HOMO and LUMO (spin up / spin down)   9.2 / 9.2 eV
Highest occupied orbital energy (spin up / spin down)   -0.3339 / -0.3346 Ha

Record 3
Below is a structure of composition C13H24F3N3O3RbTa, with properties calculated with wB97M-V/def2-TZVPD.

```
48
Properties=species:S:1:pos:R:3:mulliken_charge:R:1
N -1.19 -0.52 -1.27 -0.58
C -2.14 -0.11 -1.93 0.94
O -3.05 0.31 -2.55 -0.39
Rb 0.90 -3.51 0.11 0.98
Ta 0.12 0.02 0.12 0.90
N 1.82 -0.24 -0.91 0.54
N -0.07 -1.43 1.46 0.45
C 2.06 0.36 -2.28 1.27
C -1.20 -2.16 2.18 0.82
C 1.88 -0.76 -3.31 -1.37
C 3.48 0.95 -2.36 -1.88
C 1.09 1.48 -2.60 -1.75
C -0.61 -3.28 3.06 -1.35
C -1.96 -1.18 3.08 -1.54
C -2.15 -2.72 1.12 -1.30
H 2.60 -1.58 -3.15 0.36
H 2.03 -0.36 -4.32 0.42
H 0.86 -1.18 -3.25 0.28
H 3.67 1.61 -1.51 0.43
H 3.58 1.55 -3.27 0.45
H 4.26 0.18 -2.40 0.45
H 0.05 1.14 -2.65 0.28
H 1.34 1.87 -3.60 0.60
H 1.18 2.32 -1.89 0.41
H -0.24 -4.15 2.49 0.26
H -1.41 -3.66 3.71 0.44
H 0.19 -2.91 3.71 0.37
H -1.33 -0.78 3.88 0.44
H -2.80 -1.72 3.55 0.52
H -2.38 -0.34 2.50 0.37
H -2.39 -1.98 0.35 0.25
H -3.09 -3.00 1.63 0.44
H -1.77 -3.65 0.64 0.28
C 0.97 -0.79 2.34 -1.20
H 1.39 0.15 1.86 0.54
H 0.56 -0.51 3.32 0.40
H 1.82 -1.48 2.51 0.40
C 2.93 -1.14 -0.47 -1.27
H 3.89 -0.61 -0.56 0.30
H 2.87 -1.43 0.60 0.30
H 3.00 -2.05 -1.11 0.49
F -3.32 3.12 1.23 -0.21
C -2.12 3.37 0.69 0.67
F -2.29 3.85 -0.56 -0.21
F -1.49 4.31 1.43 -0.22
C -1.26 2.08 0.64 0.65
O -1.76 0.96 0.93 -0.65
O -0.06 2.12 0.18 -0.76
```

Calculated values
Gap between HOMO and LUMO   8.4 eV
Charge   +2
Highest occupied orbital energy   -0.6026 Ha

Record 4
Below is a cluster of 2 separate species, C13H24INO4S in total, with properties calculated with wB97M-V/def2-TZVPD.

```
44
Properties=species:S:1:pos:R:3:mulliken_charge:R:1
C 5.39 -0.33 -0.10 -1.05
C 3.82 0.09 0.08 0.14
C 3.57 0.44 1.62 -1.65
I 4.62 2.33 2.00 0.05
C 2.03 0.44 2.07 1.28
S 1.96 -1.04 3.25 -0.21
C 1.53 1.65 3.04 -1.15
C 1.04 2.69 1.89 0.52
O 0.67 3.87 2.00 -0.57
O 1.04 2.01 0.61 -0.41
C 0.86 0.60 1.00 -0.75
N 0.70 -0.38 -0.10 0.55
C 0.08 0.20 -1.33 -1.10
C 0.08 -1.64 0.33 0.51
C -1.01 -1.82 1.48 -0.77
O 0.40 -2.68 -0.32 -0.61
H 5.42 -1.33 -0.68 0.31
H 5.97 0.41 -0.75 0.27
H 5.90 -0.55 0.90 0.32
H 3.63 1.06 -0.52 0.33
H 3.23 -0.80 -0.32 0.08
H 4.11 -0.36 2.24 0.60
H 2.74 -2.04 2.64 0.19
H 2.25 2.03 3.83 0.35
H 0.69 1.16 3.67 0.47
H -0.07 0.70 1.68 0.51
H 0.70 1.05 -1.76 0.30
H -1.00 0.46 -1.09 0.43
H 0.08 -0.65 -2.11 0.30
H -0.73 -1.32 2.46 0.25
H -2.03 -1.39 1.15 0.19
H -1.17 -2.95 1.61 0.31
C -5.53 -0.51 -1.58 -1.28
C -4.51 0.33 -2.33 0.29
C -4.54 0.04 -3.83 -1.30
O -3.21 0.05 -1.82 -0.40
H -5.33 -1.58 -1.70 0.34
H -5.49 -0.30 -0.51 0.31
H -6.55 -0.30 -1.94 0.39
H -4.71 1.39 -2.16 0.27
H -4.30 -1.01 -4.02 0.35
H -3.79 0.64 -4.35 0.32
H -5.52 0.26 -4.25 0.39
H -3.02 -0.88 -1.97 0.29
```

Calculated values
Gap between HOMO and LUMO   9.6 eV
Structure (SMILES)   CC[C@@H](I)[C@@]1(S)CC(=O)O[C@H]1N(C)C(C)=O.CC(C)O
Highest occupied orbital energy   -0.3432 Ha

Record 5
Below is a structure of composition C13H24LiN4O3S, with properties calculated with wB97M-V/def2-TZVPD.

```
46
Properties=species:S:1:pos:R:3:mulliken_charge:R:1
C 0.12 2.05 1.19 -0.18
C -0.99 2.67 0.26 0.23
O -1.43 3.75 0.54 -0.53
N -1.36 1.88 -0.89 -0.04
C -2.82 1.89 -1.15 -0.85
C -3.68 1.29 0.04 -0.77
C -2.98 0.05 0.72 -0.03
C -2.66 -1.06 -0.33 -0.95
C -1.91 -2.31 0.30 0.33
N -2.34 -3.48 -0.55 -0.82
C -0.35 -2.20 0.13 -0.44
O 0.24 -1.66 1.34 -0.37
C 1.63 -1.91 1.36 -0.56
C 2.37 -0.89 0.36 0.12
C 3.29 -1.67 -0.70 -0.56
S 4.63 -0.55 -1.40 -0.10
C 3.86 1.09 -1.18 0.42
N 2.98 1.73 -1.96 -0.32
N 2.74 2.88 -1.27 -0.21
C 3.43 2.94 -0.14 0.12
O 4.19 1.77 -0.05 -0.26
H -0.35 1.41 1.98 0.28
H 0.74 2.83 1.69 0.35
H 0.78 1.39 0.58 -0.47
H -0.81 2.09 -1.71 0.27
H -3.21 2.88 -1.50 0.34
H -2.99 1.18 -2.01 0.42
H -4.61 0.88 -0.45 0.39
H -3.99 2.09 0.76 0.36
H -2.11 0.35 1.36 -0.20
H -3.75 -0.38 1.42 0.46
H -3.63 -1.47 -0.72 0.27
H -2.09 -0.70 -1.22 0.32
H -2.25 -2.48 1.35 0.40
H -2.14 -3.16 -1.51 0.27
H -1.71 -4.27 -0.37 0.27
H -0.12 -1.49 -0.71 0.12
H 0.14 -3.18 -0.09 0.33
H 1.98 -1.68 2.41 0.25
H 1.91 -2.96 1.11 0.42
H 2.96 -0.19 1.03 0.01
H 1.64 -0.31 -0.25 -0.26
H 3.80 -2.55 -0.23 0.47
H 2.65 -1.93 -1.58 0.33
H 3.45 3.71 0.65 0.39
Li 4.72 -0.30 1.37 0.98
```

Calculated values
Gap between HOMO and LUMO   7.0 eV
Charge   +1
Highest occupied orbital energy   -0.4281 Ha

Record 6
Below is a structure of composition C13H25As2INi, with properties calculated with wB97M-V/def2-TZVPD.

```
42
Properties=species:S:1:pos:R:3:mulliken_charge:R:1
C 0.57 -1.29 -5.52 -0.54
C 0.54 0.20 -5.85 -0.80
H 1.59 -1.68 -5.58 0.27
H -0.04 -1.86 -6.23 0.29
H 0.20 -1.50 -4.51 -0.02
H 0.87 0.81 -5.00 0.19
H 1.19 0.42 -6.70 0.32
H -0.47 0.52 -6.12 0.26
Ni -0.24 -0.36 -0.98 -0.19
C -0.79 1.25 -1.75 -1.09
H 0.06 1.85 -2.12 0.38
H -1.50 1.85 -1.17 0.30
H -1.30 0.78 -2.61 0.20
I 0.76 -2.36 -1.66 -0.50
C 3.08 0.94 0.30 -1.21
As 1.12 0.94 0.45 0.65
C 0.61 2.54 1.49 -1.09
C 0.83 -0.20 2.07 0.16
C 1.85 -0.31 2.99 -0.43
C 1.64 -1.10 4.14 -0.67
C 0.43 -1.77 4.31 -0.65
C -0.61 -1.63 3.36 -0.31
C -0.43 -0.81 2.26 0.23
As -1.74 -0.51 0.80 1.05
C -3.10 -1.80 1.32 -1.30
C -2.60 1.14 1.40 -1.23
H 3.53 1.27 1.24 0.42
H 3.35 1.62 -0.53 0.37
H 3.39 -0.08 0.05 0.39
H -0.20 2.27 2.16 0.37
H 1.48 2.87 2.08 0.37
H 0.29 3.33 0.80 0.35
H 2.79 0.20 2.85 0.16
H 2.43 -1.15 4.88 0.38
H 0.27 -2.41 5.18 0.36
H -1.54 -2.19 3.50 0.25
H -3.34 -1.67 2.38 0.37
H -3.96 -1.60 0.69 0.41
H -2.70 -2.80 1.12 0.38
H -2.56 1.19 2.49 0.37
H -2.10 2.01 0.95 0.33
H -3.64 1.08 1.05 0.47
```

Calculated values
Multiplicity   3
Gap between HOMO and LUMO (spin up / spin down)   7.3 / 8.5 eV
Highest occupied orbital energy (spin up / spin down)   -0.2526 / -0.3028 Ha

| no. | electronic energy (Ha) |
| --- | --- |
| 1 | -9887.69034 |
| 2 | -3644.47535 |
| 3 | -1279.99723 |
| 4 | -1561.22443 |
| 5 | -1359.88402 |
| 6 | -6787.82296 |